1.
# C3HO4Tl

C3HO4Tl as an isolated structure at a distorted geometry (ωB97M-V with the def2-TZVPD basis set, the Open Molecules 2025 dataset).

Last column: Löwdin charge in e.
Cartesian coordinates (Å):
O -0.342373 0.140004 -2.324094  -0.0980
C 0.409219 -1.128052 -0.397177  -0.1131
C 0.344800 -0.513719 -1.434627  -0.1822
O 0.486685 -1.493061 0.882120  0.0292
C 0.147455 -0.474896 1.683875  -0.2724
O 0.263847 -0.901975 2.891148  0.1286
H 0.024472 -0.205452 3.518321  0.1348
O -0.582439 1.459962 -1.722732  -0.4925
Tl -0.299652 1.604169 0.126349  0.8655

Forces on the atoms, in the same order (eV/Å):
O 0.65 0.22 -1.47
C 0.23 0.33 -0.40
C -1.24 -0.94 0.89
O 0.65 -0.54 0.39
C -0.15 -0.69 -0.24
O 0.21 -0.40 0.50
H -0.03 0.09 -0.16
O -0.99 -1.23 -7.15
Tl 0.69 3.14 7.64

Calculated values
LUMO level in Ha: -0.0126

=====

2.
# C3HgLiMgO3

C3HgLiMgO3 as an isolated structure at a distorted geometry (ωB97M-V with the def2-TZVPD basis set, the Open Molecules 2025 dataset).

Last column: Löwdin charge in e.
Cartesian coordinates (Å):
O -2.483392 0.553707 -0.480653  -0.0342
C -1.417350 0.896744 0.015987  -0.6289
O -0.768482 1.948361 -0.040994  -0.1327
Mg 1.196760 1.962079 0.659226  0.9452
Li -2.421679 -1.452516 -0.417313  0.8138
C -0.517715 -0.529169 0.458409  -0.0154
C 0.642171 -0.950130 0.299730  -0.3770
O 1.882184 -0.841436 0.351169  -0.3582
Hg 3.887504 -1.587643 -0.845564  0.7874

Forces on the atoms, in the same order (eV/Å):
O -0.14 0.13 0.67
C 0.95 -3.05 -1.76
O 0.57 0.07 1.13
Mg -0.65 -0.02 -0.19
Li 0.10 0.78 0.23
C -1.67 0.92 -0.15
C 1.29 2.36 -0.07
O -0.23 -1.11 0.20
Hg -0.23 -0.08 -0.07

Calculated values
2S+1: 3
LUMO level (alpha / beta) in Ha: -0.1274 / -0.2676
Charge: +1
Energy above the lowest of the compared OMol25 structures with the same formula, charge and spin in eV: 0.000

=====

3.
# C3IrO2

C3IrO2 as an isolated structure at a distorted geometry (ωB97M-V with the def2-TZVPD basis set, the Open Molecules 2025 dataset).

Last column: Löwdin charge in e.
Cartesian coordinates (Å):
O 2.799678 1.679236 0.918068  -0.2700
C 2.238683 2.301008 1.907932  -0.2056
C 1.093314 2.185634 2.536798  0.2061
C 0.463991 -0.115707 2.659788  0.0704
O 1.096355 -0.693132 1.875268  -0.0815
Ir 1.661282 0.610774 0.006909  1.2806

Forces on the atoms, in the same order (eV/Å):
O 2.76 3.26 2.99
C -0.96 -1.43 -1.32
C 0.89 1.25 0.46
C 0.67 -1.67 -0.87
O -1.08 0.92 1.24
Ir -2.29 -2.33 -2.50

Calculated values
2S+1: 5
LUMO level (alpha / beta) in Ha: -0.2566 / -0.3137
Charge: +1

=====

4.
# C3Li2O3Y

C3Li2O3Y as an isolated structure at a distorted geometry (ωB97M-V with the def2-TZVPD basis set, the Open Molecules 2025 dataset).

Last column: Löwdin charge in e.
Cartesian coordinates (Å):
O 1.124040 2.390057 -0.203430  0.1266
C 1.211561 1.572838 0.653639  -0.4356
O 1.387295 1.348329 1.808046  0.1133
Li -0.183607 1.035218 3.024357  0.9193
Li -0.557586 1.840696 -1.474903  0.8181
C -0.068931 -0.028480 -0.593779  0.0413
C -0.404460 -1.218162 -0.619772  -0.2900
O -0.937398 -2.387968 -0.601192  -0.1464
Y -1.570914 -4.552529 -1.992966  1.8533

Forces on the atoms, in the same order (eV/Å):
O 0.07 -2.19 0.26
C 0.35 4.41 0.78
O -0.80 -1.73 -1.27
Li 0.40 0.08 0.34
Li 0.47 0.24 -0.07
C 0.46 2.38 0.21
C -2.95 -6.57 -0.08
O 1.63 2.21 -1.00
Y 0.37 1.17 0.82

Calculated values
LUMO level (alpha / beta) in Ha: -0.4576 / -0.4670
Charge: +3
Energy above the lowest of the compared OMol25 structures with the same formula, charge and spin in eV: 0.231